Here is an isolated ion of composition C4H9N2 and charge +1 in a non-equilibrium geometry from the OMol25 dataset. Energies are from wB97M-V/def2-TZVPD.

Highest occupied orbital energy in eV: -14.692
Gap between HOMO and LUMO in hartree: 0.391
Lowest unoccupied orbital energy in eV: -4.05
SMILES: C/C=N\C(C)=[NH2+]
Charge: +1
Energy above the lowest of the compared OMol25 structures with the same formula, charge and spin in kJ/mol: 166.9
Energy in hartree: -267.03571

```
15
C4H9N2 | the OMol25 dataset | wB97M-V/def2-TZVPD
C -1.403 0.052 0.534
C 1.089 -0.309 0.168
C -2.397 0.097 -0.530
C 1.646 0.751 -0.702
N -0.186 -0.186 0.482
N 1.804 -1.432 0.501
H -1.803 0.480 1.460
H -3.489 0.552 -0.402
H -1.932 0.699 -1.384
H -2.468 -0.884 -1.035
H 2.690 0.706 -0.525
H 1.471 0.436 -1.658
H 1.123 1.641 -0.431
H 2.790 -1.370 0.187
H 1.437 -2.172 0.988
```

Quick look at the natural (NBO) charges, all values in e: C 0.289; C 0.563; C -0.735; C -0.645; N -0.397; N -0.723; H 0.210; H 0.287; H 0.267; H 0.274; H 0.239; H 0.258; H 0.258; H 0.428; H 0.427

***

Here is an isolated ion of composition C4H9N2 and charge +1 in a non-equilibrium geometry from the OMol25 dataset. Energies are from wB97M-V/def2-TZVPD.

Highest occupied orbital energy in eV: -13.543
Gap between HOMO and LUMO in hartree: 0.346
Lowest unoccupied orbital energy in eV: -4.13
SMILES: [NH3+][C@@H]1CN2C[C@H]12
Charge: +1
Energy above the lowest of the compared OMol25 structures with the same formula, charge and spin in kJ/mol: 403.2
Energy in hartree: -266.94570

```
15
C4H9N2 | the OMol25 dataset | wB97M-V/def2-TZVPD
C -1.382 -0.917 0.414
C -0.464 1.244 0.370
C -0.739 -0.352 -0.904
C 0.488 0.405 -0.532
N -1.647 0.418 0.004
N 1.649 -0.339 0.153
H -2.182 -1.616 0.257
H -0.775 -1.071 1.375
H -0.494 1.535 1.420
H -0.424 2.284 -0.094
H -0.874 -0.969 -1.811
H 0.929 0.895 -1.429
H 2.077 -1.157 -0.539
H 1.499 -0.813 1.128
H 2.338 0.453 0.187
```

Quick look at the natural (NBO) charges, all values in e: C -0.244; C -0.281; C -0.145; C -0.092; N -0.318; N -0.735; H 0.249; H 0.178; H 0.248; H 0.247; H 0.255; H 0.246; H 0.467; H 0.471; H 0.454

***

Here is an isolated ion of composition C4H9N2 and charge +1 in a non-equilibrium geometry from the OMol25 dataset. Energies are from wB97M-V/def2-TZVPD.

Highest occupied orbital energy in eV: -12.923
Gap between HOMO and LUMO in hartree: 0.305
Lowest unoccupied orbital energy in eV: -4.63
Charge: +1
Energy above the lowest of the compared OMol25 structures with the same formula, charge and spin in kJ/mol: 459.8
Energy in hartree: -266.92417

```
15
C4H9N2 | the OMol25 dataset | wB97M-V/def2-TZVPD
C 0.433 0.463 -0.079
C 0.598 -1.298 1.676
C -0.532 1.292 -1.200
C -1.208 -1.351 0.088
N 0.088 2.344 -1.496
N -0.022 -0.825 0.691
H 1.279 0.210 -0.696
H 1.080 0.990 0.666
H 1.525 -0.807 1.809
H 0.443 -2.324 2.084
H -1.501 -2.294 0.460
H -2.073 -0.529 0.094
H -0.795 -1.576 -0.968
H -0.237 3.071 -2.164
H 0.921 2.634 -0.966
```

Quick look at the natural (NBO) charges, all values in e: C -0.375; C 0.085; C 0.156; C -0.442; N -0.722; N -0.199; H 0.244; H 0.218; H 0.211; H 0.249; H 0.234; H 0.282; H 0.250; H 0.433; H 0.375